# C46H62N9O5PS

A molecular structure, C46H62N9O5PS at a distorted geometry (ωB97M-V/def2-TZVPD, OMol25).

Structure (ORCA input):
```
! wB97M-V def2-TZVPD RIJCOSX def2/J DEFGRID3
* xyz 0 1
C -2.443 -5.700 -3.681
C -2.737 -4.202 -3.730
C -3.477 -3.651 -2.670
C -3.755 -2.289 -2.628
C -3.336 -1.407 -3.636
C -3.596 0.105 -3.603
C -3.952 0.545 -2.171
C -5.329 0.913 -1.793
C -6.445 0.897 -2.833
C -7.595 -0.088 -2.547
C -8.603 -0.004 -3.717
N -9.669 0.896 -3.500
O -8.519 -0.674 -4.723
C -5.556 1.272 -0.477
P -7.221 1.716 0.156
O -8.068 2.392 -0.837
O -7.101 2.625 1.491
O -7.847 0.300 0.685
C -4.490 1.317 0.489
N -4.534 1.654 1.772
S -3.038 1.546 2.395
N -2.234 1.019 1.068
C -3.129 0.952 0.103
C -2.915 0.552 -1.271
C -1.486 0.134 -1.620
C -0.432 1.280 -1.419
C 0.909 0.583 -1.149
O 1.450 0.599 -0.074
N 1.461 -0.148 -2.289
C 2.812 0.227 -2.592
C 3.660 -0.747 -3.118
C 4.992 -0.507 -3.439
C 5.509 0.783 -3.251
C 4.658 1.761 -2.735
C 3.330 1.519 -2.411
C -2.620 -1.975 -4.688
C -2.329 -3.343 -4.742
H -3.390 -6.253 -3.760
H -2.045 -5.909 -2.671
H -1.682 -6.026 -4.401
H -3.813 -4.294 -1.853
H -4.318 -1.930 -1.759
H -4.307 0.454 -4.361
H -2.631 0.591 -3.830
H -6.795 1.932 -2.995
H -6.013 0.589 -3.799
H -7.227 -1.117 -2.407
H -8.171 0.151 -1.649
H -9.533 1.424 -2.641
H -9.765 1.550 -4.271
H -7.008 1.999 2.229
H -8.804 0.296 0.533
H -1.238 -0.693 -0.928
H -1.374 -0.241 -2.640
H -0.716 1.938 -0.591
H -0.353 1.827 -2.373
H 1.508 -1.123 -1.991
H 3.286 -1.762 -3.302
H 5.655 -1.272 -3.858
H 6.549 0.984 -3.507
H 5.073 2.764 -2.614
H 2.686 2.311 -2.020
H -2.223 -1.381 -5.520
H -1.758 -3.726 -5.593
C 8.217 -2.517 -7.613
C 8.829 -3.048 -6.321
C 7.933 -4.071 -5.614
C 6.643 -3.458 -5.252
N 5.633 -2.976 -4.974
H 7.284 -1.984 -7.425
H 8.899 -1.817 -8.097
H 8.013 -3.330 -8.314
H 9.030 -2.210 -5.651
H 9.789 -3.516 -6.547
H 8.417 -4.431 -4.705
H 7.747 -4.929 -6.261
C 4.588 0.354 1.912
C 5.483 1.362 2.627
C 5.605 2.682 1.858
C 6.195 2.443 0.530
N 6.644 2.240 -0.512
H 4.994 0.075 0.937
H 4.502 -0.561 2.501
H 3.584 0.755 1.761
H 6.473 0.921 2.770
H 5.075 1.560 3.620
H 6.240 3.381 2.404
H 4.624 3.142 1.733
C 9.745 1.002 5.512
C 9.578 -0.472 5.863
C 8.345 -1.104 5.208
C 7.120 -0.420 5.655
N 6.166 0.110 6.023
H 8.905 1.598 5.872
H 10.648 1.402 5.975
H 9.828 1.141 4.432
H 9.511 -0.575 6.949
H 10.467 -1.019 5.544
H 8.273 -2.159 5.476
H 8.412 -1.035 4.121
C 0.821 -1.779 6.776
C 1.823 -1.050 7.665
C 3.231 -1.004 7.064
C 3.749 -2.370 6.870
N 4.152 -3.440 6.718
H 1.096 -2.825 6.636
H -0.172 -1.762 7.228
H 0.754 -1.307 5.793
H 1.855 -1.541 8.641
H 1.476 -0.028 7.831
H 3.907 -0.463 7.726
H 3.222 -0.490 6.101
C -10.326 5.545 2.766
C -9.305 4.638 3.444
C -9.951 3.600 4.368
C -10.706 4.267 5.444
N -11.298 4.792 6.284
H -10.886 6.134 3.494
H -9.825 6.246 2.097
H -11.037 4.963 2.175
H -8.606 5.254 4.013
H -8.726 4.119 2.678
H -9.185 2.968 4.819
H -10.632 2.959 3.806
*
```

Properties
Orbital gap, Eh: 0.2478
Electronic energy, hartree: -3398.6705
LUMO, Eh: -0.0465

---

# C4H4O

2 unconnected molecules or ions with the total composition C4H4O at a distorted geometry (ωB97M-V/def2-TZVPD, OMol25).

Structure (ORCA input):
```
! wB97M-V def2-TZVPD RIJCOSX def2/J DEFGRID3
* xyz 0 1
C 1.932 1.035 0.348
C -0.917 -0.465 -1.153
C -0.789 1.218 0.621
C 1.832 -0.146 0.266
O -0.964 0.322 -0.331
H 1.840 2.057 0.027
H -1.280 2.241 0.669
H -0.597 0.684 1.530
H 1.606 -1.207 0.245
*
```

Properties
Orbital gap (spin up / spin down), Eh: 0.2979 / 0.2980
Electronic energy, hartree: -229.7447
LUMO (spin up / spin down), Eh: 0.0218 / 0.0219
Relative energy (zero: lowest compared OMol25 entry of this formula, charge and spin), eV: 7.708

---

# C5H3NO

A single C5H3NO molecule at a distorted geometry (ωB97M-V/def2-TZVPD, OMol25).

Structure (ORCA input):
```
! wB97M-V def2-TZVPD RIJCOSX def2/J DEFGRID3
* xyz 0 1
N 2.946 -0.692 -0.148
C 1.843 -0.339 -0.075
C 0.506 0.135 0.023
C 0.188 1.550 0.270
O -0.948 1.970 0.332
C -1.826 -1.037 0.068
C -0.595 -0.655 -0.088
H 1.067 2.208 0.402
H -2.553 -1.294 -0.697
H -0.627 -1.847 -0.087
*
```

Properties
Orbital gap, Eh: 0.3178
Electronic energy, hartree: -322.1476
LUMO, Eh: -0.0220
Relative energy (zero: lowest compared OMol25 entry of this formula, charge and spin), eV: 3.925

---

# C19H27EuFNP

A molecular structure, C19H27EuFNP at a distorted geometry (ωB97M-V/def2-TZVPD, OMol25).

Structure (ORCA input):
```
! wB97M-V def2-TZVPD RIJCOSX def2/J DEFGRID3
* xyz 0 8
C 0.467 3.623 -3.526
C -0.827 3.202 -3.240
C -1.050 2.020 -2.493
C 0.044 1.300 -2.032
C 1.337 1.727 -2.291
C 1.557 2.888 -3.062
C -2.492 1.671 -2.173
C -2.944 0.194 -2.084
N -1.837 -0.823 -2.154
Eu -0.780 -0.381 -0.357
C 2.528 0.995 -1.710
P 2.010 -0.673 -1.083
H -1.693 3.771 -3.589
H 2.583 3.192 -3.271
H 0.631 4.531 -4.109
H 2.943 1.541 -0.843
H 3.332 0.863 -2.452
H -2.788 2.158 -1.222
H -3.132 2.142 -2.933
H -3.486 0.020 -1.139
C 3.473 -1.145 -0.104
C 2.295 -1.676 -2.589
H -3.643 -0.026 -2.909
C -1.301 -0.935 -3.555
C -2.329 -2.167 -1.718
H -0.224 -1.517 2.012
H -1.858 -1.720 -4.093
H -1.409 0.018 -4.079
H -0.241 -1.218 -3.516
H -2.882 -2.657 -2.535
H -1.465 -2.803 -1.454
H -2.991 -2.064 -0.843
H 3.366 -1.669 -2.835
H 1.975 -2.705 -2.373
H 1.719 -1.298 -3.443
H 4.380 -1.139 -0.724
H 3.592 -0.458 0.744
H 3.299 -2.157 0.286
H -0.646 -2.262 1.552
F 1.134 5.157 3.001
C 0.732 3.992 2.388
C -0.475 3.989 1.697
C -0.852 2.799 1.022
C -0.024 1.710 1.091
C 1.168 1.707 1.772
C 1.559 2.879 2.471
H -1.108 4.874 1.671
H -1.788 2.782 0.456
H 1.813 0.824 1.799
H 2.482 2.910 3.048
*
```

Properties
Orbital gap (spin up / spin down), Eh: 0.2185 / 0.2203
Electronic energy, hartree: -1946.2544
Expectation value of S²: 15.763
LUMO (spin up / spin down), Eh: -0.0081 / -0.0100

---

# H10O5

5 unconnected molecules or ions with the total composition H10O5 (ωB97M-V/def2-TZVPD, OMol25).

Structure (ORCA input):
```
! wB97M-V def2-TZVPD RIJCOSX def2/J DEFGRID3
* xyz 0 1
O 0.007 0.043 0.703
H -0.374 0.919 0.830
H 0.954 0.206 0.632
O -2.083 1.656 3.910
H -1.312 1.527 3.347
H -2.171 2.613 3.973
O -1.200 -3.045 0.928
H -1.068 -2.125 1.185
H -1.760 -2.992 0.146
O 1.599 -1.727 -4.006
H 2.127 -1.253 -4.658
H 1.501 -1.099 -3.281
O 0.978 1.515 -1.367
H 1.854 1.664 -1.740
H 0.948 2.099 -0.600
*
```

Properties
Orbital gap, Eh: 0.3951
Electronic energy, hartree: -382.1662
LUMO, Eh: -0.0059
Relative energy (zero: lowest compared OMol25 entry of this formula, charge and spin), eV: 1.578

---

# C51H51Br2MnN6O3P

A molecular structure, C51H51Br2MnN6O3P at a distorted geometry (ωB97M-V/def2-TZVPD, OMol25).

Structure (ORCA input):
```
! wB97M-V def2-TZVPD RIJCOSX def2/J DEFGRID3
* xyz 1 5
Mn -0.019 -0.658 0.630
Br -6.825 -2.480 -4.463
C -5.027 -2.784 -5.003
C -4.551 -2.199 -6.169
C -3.237 -2.392 -6.537
C -2.382 -3.145 -5.725
C -2.886 -3.749 -4.567
C -4.206 -3.579 -4.216
N -1.077 -3.319 -6.145
N -0.099 -3.393 -5.401
C 0.000 -3.056 -4.089
C 0.834 -3.846 -3.289
C 0.984 -3.629 -1.938
C 0.320 -2.562 -1.307
O 0.444 -2.267 -0.067
C -0.510 -1.708 -2.118
N -1.098 -0.686 -1.457
C -1.781 0.190 -2.170
C -1.882 0.137 -3.561
C -1.282 -0.893 -4.242
C -0.626 -1.899 -3.515
H -5.204 -1.591 -6.774
H -2.842 -1.926 -7.425
H -2.240 -4.368 -3.962
H -4.596 -4.048 -3.326
H 1.319 -4.688 -3.758
H 1.606 -4.275 -1.337
H -2.240 1.005 -1.635
H -2.417 0.907 -4.092
H -1.291 -0.907 -5.321
C -3.009 2.581 0.453
C -2.563 1.956 1.769
C -3.481 0.803 2.170
P -0.826 1.281 1.711
C 0.300 2.774 1.545
C 1.700 2.314 1.963
C -0.084 4.019 2.331
C -0.626 0.807 3.449
C -0.987 1.580 4.540
C -0.767 1.143 5.839
C -1.123 2.021 6.995
C -0.232 -0.133 6.016
C 0.106 -0.933 4.948
C -0.051 -0.473 3.625
N 0.285 -1.199 2.523
C 0.995 -2.402 2.708
C 2.330 -2.394 3.156
C 2.974 -1.134 3.651
C 3.049 -3.579 3.146
C 2.485 -4.779 2.732
C 3.322 -6.012 2.605
C 1.128 -4.792 2.423
C 0.376 -3.631 2.413
C -1.103 -3.664 2.163
H -3.876 3.221 0.613
H -3.311 1.802 -0.241
H -2.221 3.183 0.004
H -2.575 2.723 2.549
H -3.288 -0.067 1.536
H -4.526 1.090 2.063
H -3.312 0.516 3.205
H 0.292 3.025 0.477
H 1.774 2.281 3.050
H 2.461 3.000 1.592
H 1.912 1.312 1.579
H -0.071 3.821 3.400
H -1.060 4.394 2.040
H 0.654 4.796 2.131
H -1.453 2.542 4.395
H -1.337 3.032 6.657
H -0.313 2.055 7.721
H -2.005 1.639 7.507
H -0.086 -0.502 7.020
H 0.490 -1.927 5.119
H 2.571 -0.265 3.137
H 4.052 -1.164 3.510
H 2.781 -1.009 4.719
H 4.085 -3.561 3.453
H 4.090 -6.049 3.372
H 3.824 -6.019 1.636
H 2.712 -6.908 2.672
H 0.649 -5.732 2.185
H -1.394 -4.590 1.677
H -1.421 -2.812 1.541
H -1.626 -3.589 3.118
C 3.460 -1.810 0.180
O 2.609 -0.689 0.018
C 3.151 0.397 -0.602
C 4.498 0.667 -0.756
C 4.876 1.844 -1.396
Br 6.733 2.218 -1.570
C 3.954 2.747 -1.878
C 2.588 2.489 -1.724
C 2.194 1.300 -1.098
O 0.901 0.960 -0.927
C 1.545 3.388 -2.178
N 0.262 3.102 -2.043
C -0.433 4.165 -2.551
C -1.804 4.386 -2.653
C -2.211 5.582 -3.200
C -1.296 6.541 -3.645
C 0.067 6.337 -3.558
C 0.488 5.136 -3.006
N 1.731 4.604 -2.761
H 4.218 -1.617 0.943
H 3.934 -2.062 -0.775
H 2.819 -2.627 0.507
H 5.269 0.005 -0.398
H 4.305 3.643 -2.364
H 0.347 1.696 -1.367
H -2.513 3.646 -2.318
H -3.268 5.787 -3.284
H -1.668 7.462 -4.065
H 0.771 7.078 -3.901
H 2.610 5.045 -2.968
*
```

Properties
Orbital gap (spin up / spin down), Eh: 0.1964 / 0.2390
Electronic energy, hartree: -9168.5298
Expectation value of S²: 6.143
LUMO (spin up / spin down), Eh: -0.1546 / -0.1133
Relative energy (zero: lowest compared OMol25 entry of this formula, charge and spin), eV: 1.383

---

# C3H2Cl2OS

A single C3H2Cl2OS molecule at a distorted geometry (ωB97M-V/def2-TZVPD, OMol25).

Structure (ORCA input):
```
! wB97M-V def2-TZVPD RIJCOSX def2/J DEFGRID3
* xyz 0 1
O 1.308 -1.165 0.573
C 1.208 0.050 -0.010
S 2.523 0.827 -0.578
C -0.148 0.577 -0.025
Cl -0.404 2.300 0.260
C -1.192 -0.217 -0.254
Cl -2.792 0.214 -0.352
H 0.476 -1.388 1.041
H -0.979 -1.198 -0.656
*
```

Properties
Orbital gap, Eh: 0.3073
Electronic energy, hartree: -1509.2883
LUMO, Eh: -0.0294
Relative energy (zero: lowest compared OMol25 entry of this formula, charge and spin), eV: 0.136

---

# C15H18N5O3Os

A molecular structure, C15H18N5O3Os at a distorted geometry (ωB97M-V/def2-TZVPD, OMol25).

Structure (ORCA input):
```
! wB97M-V def2-TZVPD RIJCOSX def2/J DEFGRID3
* xyz 3 5
Os 0.006 -0.448 -0.174
C 1.427 3.102 0.807
C 0.098 2.452 0.709
C -0.159 1.202 1.366
C -1.471 0.653 1.359
C -1.888 -0.409 2.347
C -2.458 1.314 0.592
C -2.204 2.531 -0.089
C -3.300 3.208 -0.838
C -0.938 3.076 -0.004
H 1.309 4.113 1.208
H 1.862 3.233 -0.188
H 2.127 2.555 1.436
H 0.506 0.935 2.180
H -2.432 0.065 3.168
H -1.035 -0.924 2.790
H -2.566 -1.141 1.907
H -3.466 0.912 0.588
H -3.986 3.687 -0.133
H -3.894 2.493 -1.406
H -2.923 3.978 -1.507
H -0.735 4.022 -0.494
N 1.642 -3.779 -2.085
C 0.871 -3.465 -3.130
C 0.111 -2.324 -2.749
N 0.445 -1.993 -1.506
C 1.392 -2.883 -1.081
C 1.861 -2.705 0.216
N 1.332 -1.663 0.937
C 1.905 -1.699 2.138
C 2.813 -2.782 2.190
N 2.764 -3.374 0.992
H 2.296 -4.556 -2.074
H 0.877 -4.020 -4.060
H -0.628 -1.786 -3.329
H 1.678 -0.998 2.928
H 3.456 -3.123 2.992
H 3.329 -4.177 0.731
O -0.187 1.939 -3.148
N 0.010 1.228 -2.237
O 1.121 1.042 -1.649
O -0.970 0.511 -1.700
*
```

Properties
Orbital gap (spin up / spin down), Eh: 0.2697 / 0.1821
Electronic energy, hartree: -1171.3271
Expectation value of S²: 6.085
LUMO (spin up / spin down), Eh: -0.4120 / -0.5163
Relative energy (zero: lowest compared OMol25 entry of this formula, charge and spin), eV: 0.000

---

# C32H28Cl5N4O6Ti

A molecular structure, C32H28Cl5N4O6Ti at a distorted geometry (ωB97M-V/def2-TZVPD, OMol25).

Structure (ORCA input):
```
! wB97M-V def2-TZVPD RIJCOSX def2/J DEFGRID3
* xyz 0 2
Ti 0.038 -1.052 -1.147
C 5.178 -2.420 4.004
C 4.204 -1.659 3.133
C 3.627 -0.494 3.525
C 2.663 0.212 2.739
C 2.142 1.341 3.382
N 1.012 1.966 3.230
C -0.203 1.436 2.578
C -0.817 0.279 3.387
C -1.588 -0.734 2.532
N -2.937 -0.317 2.178
C -3.354 0.770 1.449
C -2.695 1.581 0.499
C -3.287 2.833 0.173
C -2.736 3.739 -0.715
C -3.413 5.056 -1.018
C -1.549 3.395 -1.346
C -0.971 2.131 -1.132
C 0.144 1.785 -1.999
N 0.670 0.638 -2.235
C 1.565 0.566 -3.415
C 2.933 -0.051 -3.190
C 2.811 -1.491 -2.714
N 2.305 -1.400 -1.343
C 3.104 -1.789 -0.432
C 3.056 -1.434 0.978
C 3.907 -2.090 1.819
C 2.328 -0.246 1.399
O 1.574 0.359 0.616
C -1.529 1.229 -0.232
O -0.986 0.021 -0.086
H 4.965 -2.268 5.063
H 6.210 -2.105 3.824
H 5.123 -3.491 3.804
H 3.873 -0.092 4.507
H 2.757 1.755 4.177
H 0.885 2.763 3.832
H 0.077 1.099 1.589
H -0.897 2.267 2.482
H -1.473 0.671 4.169
H -0.009 -0.266 3.883
H -1.697 -1.657 3.099
H -1.014 -0.977 1.647
H -3.664 -0.755 2.707
H -4.379 1.050 1.664
H -4.222 3.086 0.669
H -4.312 5.186 -0.414
H -3.706 5.110 -2.070
H -2.747 5.899 -0.819
H -1.088 4.079 -2.055
H 0.512 2.626 -2.585
H 1.670 1.563 -3.840
H 1.044 -0.037 -4.155
H 3.490 0.523 -2.448
H 3.479 -0.008 -4.134
H 3.773 -2.002 -2.748
H 2.107 -2.039 -3.334
H 3.988 -2.351 -0.735
H 4.412 -2.976 1.437
Cl -1.349 0.769 -4.530
C -2.410 -0.154 -3.474
C -1.920 -0.872 -2.382
C -2.914 -1.610 -1.725
Cl -2.458 -2.567 -0.341
C -4.262 -1.629 -2.065
Cl -5.400 -2.571 -1.173
C -4.697 -0.859 -3.134
Cl -6.363 -0.826 -3.568
C -3.762 -0.123 -3.846
Cl -4.307 0.822 -5.184
O 0.901 -4.347 0.841
C 0.621 -3.497 0.051
O 0.346 -2.226 0.323
C 0.569 -3.742 -1.494
O 0.939 -4.740 -2.022
O 0.112 -2.643 -2.108
*
```

Properties
Orbital gap (spin up / spin down), Eh: 0.1870 / 0.2711
Electronic energy, hartree: -5057.2038
Expectation value of S²: 0.790
LUMO (spin up / spin down), Eh: -0.0287 / -0.0285
Relative energy (zero: lowest compared OMol25 entry of this formula, charge and spin), eV: 1.096